Entry 1:
Below is a structure of composition CH25MnO15, with properties calculated with ωB97M-V with the def2-TZVPD basis set.

- E_tot (eV) = -63471.7861
- max |F| (eV Å⁻¹) = 3.7
- multiplicity = 6
- relative energy (zero: lowest compared OMol25 entry of this formula, charge and spin) (eV) = 0.000
- net charge = +1
- highest occupied orbital energy (spin up / spin down) (eV) = -13.081 / -13.081
- expectation value of S² = 8.75
- orbital gap (spin up / spin down) (eV) = 9.107 / 8.761
- LUMO (spin up / spin down) (eV) = -4.0 / -4.3

Each line ends with the Mulliken charge.
Atoms and positions in Å:
Mn -1.879 9.067 1.815  0.616
C -3.060 7.404 0.367  0.909
O -2.420 8.419 -0.050  -0.506
O -3.344 6.390 -0.408  0.118
O -3.357 7.329 1.566  -0.343
H -2.975 6.574 -1.295  0.075
O -0.508 6.345 -2.955  -0.659
H -0.763 7.226 -2.643  0.279
H 0.160 6.010 -2.394  0.321
O -0.813 5.081 0.384  -0.598
H -0.670 4.777 1.294  0.237
H -1.730 5.292 0.276  0.356
O -6.169 7.431 1.146  -0.625
H -5.655 6.640 1.394  0.280
H -6.264 7.251 0.197  0.295
O -3.274 7.117 -3.051  -0.536
H -3.722 7.921 -3.122  0.272
H -3.953 6.551 -3.400  0.258
O 0.042 9.160 0.727  -0.440
H 0.605 9.858 0.417  0.269
H 0.616 8.400 0.652  0.254
O -4.437 7.060 3.969  -0.652
H -3.785 6.383 4.243  0.267
H -4.436 7.132 3.015  0.346
O -2.372 4.366 -2.011  -0.594
H -1.684 4.825 -2.509  0.348
H -1.912 3.757 -1.404  0.274
O -5.161 4.354 -1.648  -0.604
H -4.495 5.008 -1.459  0.266
H -5.916 4.818 -1.430  0.285
O -0.977 7.158 2.641  -0.380
H -0.152 6.787 2.742  0.260
H -1.498 6.508 3.129  0.212
O -4.650 10.688 0.350  -0.605
H -5.062 11.526 0.285  0.261
H -3.859 10.754 -0.180  0.285
O -0.392 9.177 -2.278  -0.591
H -0.380 9.650 -3.092  0.273
H -1.009 9.557 -1.636  0.297
O -3.672 9.733 2.753  -0.460
H -4.245 10.051 2.046  0.373
H -4.171 9.836 3.553  0.305

---

Entry 2:
Below is a structure of composition CH8AsS, with properties calculated with ωB97M-V with the def2-TZVPD basis set.

- E_tot (eV) = -72837.6049
- max |F| (eV Å⁻¹) = 2.3
- multiplicity = 1
- net charge = -1
- highest occupied orbital energy (eV) = -3.311
- orbital gap (eV) = 7.326
- LUMO (eV) = 4.0

Each line ends with the Mulliken charge.
Atoms and positions in Å:
C 1.396 -0.386 0.036  -1.129
As -0.389 0.608 -0.001  -0.764
S -1.433 -1.405 0.521  -0.542
H 2.228 0.262 0.304  0.324
H 1.332 -1.203 0.749  0.308
H 1.527 -0.847 -0.941  0.327
H -0.515 0.360 -1.552  0.088
H -1.776 1.350 -0.041  0.119
H -0.273 0.872 1.541  0.098
H 0.358 1.988 -0.260  0.117
H -2.455 -1.598 -0.355  0.056

---

Entry 3:
Below is a structure of composition C4H7NO2, with properties calculated with ωB97M-V with the def2-TZVPD basis set.

- E_tot (eV) = -9846.4903
- max |F| (eV Å⁻¹) = 0.7
- multiplicity = 1
- relative energy (zero: lowest compared OMol25 entry of this formula, charge and spin) (eV) = 0.789
- net charge = 0
- highest occupied orbital energy (eV) = -10.273
- orbital gap (eV) = 11.205
- LUMO (eV) = 0.9

Each line ends with the Mulliken charge.
Atoms and positions in Å:
C 1.521 0.299 -0.964  -1.449
C 0.271 0.473 -0.107  0.318
C -0.828 -0.592 -0.231  0.016
O -0.365 -1.203 1.037  -0.364
C 0.463 -0.149 1.272  0.441
O 1.092 0.085 2.258  -0.568
N -2.157 -0.102 -0.156  -0.621
H 1.885 -0.733 -0.911  0.342
H 1.336 0.548 -2.012  0.362
H 2.315 0.950 -0.587  0.357
H -0.084 1.508 -0.117  0.315
H -0.724 -1.320 -1.039  0.328
H -2.220 0.680 0.489  0.261
H -2.775 -0.825 0.201  0.261

---

Entry 4:
Below is a structure of composition C8H21HfINO4P2, with properties calculated with ωB97M-V with the def2-TZVPD basis set.

- E_tot (eV) = -46268.4804
- max |F| (eV Å⁻¹) = 10.6
- multiplicity = 1
- relative energy (zero: lowest compared OMol25 entry of this formula, charge and spin) (eV) = 0.000
- net charge = +3
- highest occupied orbital energy (eV) = -19.757
- orbital gap (eV) = 6.330
- LUMO (eV) = -13.4

Each line ends with the Mulliken charge.
Atoms and positions in Å:
C 0.821 1.862 -4.743  -0.761
I 0.346 1.284 -2.566  0.569
H 0.745 0.964 -5.358  0.373
H 1.826 2.288 -4.733  0.341
H 0.067 2.606 -5.005  0.373
Hf -0.007 0.007 -0.001  0.148
P 2.540 -0.715 -0.188  0.788
C 3.831 0.519 0.187  -1.159
C 2.919 -2.019 1.031  -1.226
H 3.956 -2.362 0.914  0.444
H 4.181 -1.761 -1.621  0.430
H 2.237 -2.866 0.888  0.395
H 2.523 -2.300 -2.004  0.385
H 3.665 0.924 1.190  0.392
H 2.777 -1.630 2.047  0.346
C 3.140 -1.432 -1.747  -1.198
H 4.822 0.046 0.144  0.427
H 3.048 -0.696 -2.554  0.389
H 3.763 1.346 -0.526  0.388
P -2.589 0.549 -0.204  0.755
C -3.140 2.245 0.179  -1.152
C -3.431 0.194 -1.776  -1.187
H -3.317 -1.488 0.889  0.398
H -4.623 -0.258 0.844  0.441
H -3.269 -0.129 2.028  0.350
C -3.547 -0.421 1.006  -1.223
H -3.261 -0.856 -2.043  0.390
H -4.509 0.368 -1.651  0.433
H -4.238 2.295 0.128  0.424
H -2.678 2.947 -0.523  0.391
H -3.014 0.822 -2.572  0.397
H -2.806 2.509 1.189  0.393
C 0.492 2.007 0.506  0.662
O 0.768 3.126 0.710  -0.084
O -0.446 -2.425 3.405  -0.290
N -0.442 -1.248 3.203  1.050
O -0.558 -0.279 3.896  -0.308
O -0.200 -0.905 1.622  -0.685

---

Entry 5:
Below is a cluster of 2 separate species, CH2N4O3S2 in total, with properties calculated with ωB97M-V with the def2-TZVPD basis set.

- E_tot (eV) = -34835.5229
- max |F| (eV Å⁻¹) = 4.8
- multiplicity = 1
- relative energy (zero: lowest compared OMol25 entry of this formula, charge and spin) (eV) = 0.000
- net charge = 0
- highest occupied orbital energy (eV) = -10.200
- orbital gap (eV) = 8.518
- LUMO (eV) = -1.7

Each line ends with the Mulliken charge.
Atoms and positions in Å:
C 1.336 -1.807 0.386  0.510
N 1.920 -2.238 1.275  -0.377
N -1.897 0.772 -0.476  -0.504
N -0.676 0.168 -0.547  -0.168
N -0.619 -1.036 -0.458  1.020
O -1.428 -1.794 -0.118  -0.689
O 0.770 -1.472 -0.725  -0.346
O 1.415 1.007 1.452  -0.408
S 2.486 2.401 -0.758  -0.148
S 1.066 1.911 0.375  0.550
H -2.553 0.275 0.233  0.287
H -1.820 1.812 -0.640  0.272

---

Entry 6:
Below is a structure of composition C8H5IMnN2, with properties calculated with ωB97M-V with the def2-TZVPD basis set.

- E_tot (eV) = -50754.1058
- max |F| (eV Å⁻¹) = 3.8
- multiplicity = 6
- net charge = +2
- highest occupied orbital energy (spin up / spin down) (eV) = -14.643 / -14.257
- expectation value of S² = 8.77
- orbital gap (spin up / spin down) (eV) = 2.479 / 2.365
- LUMO (spin up / spin down) (eV) = -12.2 / -11.9

Each line ends with the Mulliken charge.
Atoms and positions in Å:
I 3.326 0.729 -1.921  0.360
C 1.267 0.242 -1.562  -0.402
C 0.381 -0.126 -2.696  -0.202
C -1.025 -0.485 -2.451  -0.603
C -1.514 -0.427 -1.072  -0.301
C -0.632 -0.057 0.094  0.405
N -1.206 -0.082 1.334  -0.443
C -0.312 0.260 2.297  0.542
C 1.112 0.569 2.050  -0.364
N 1.698 0.588 0.835  -0.353
C 0.778 0.272 -0.144  0.892
H 0.830 -0.142 -3.715  0.381
H -1.703 -0.786 -3.280  0.406
H -2.580 -0.685 -0.854  0.407
H -0.690 0.273 3.364  -0.006
H 1.757 0.803 2.934  0.344
Mn -1.487 -0.947 4.788  0.940